Entry 1:
C4H9N | ωB97M-V/def2-TZVPD

Structure (XYZ):
```
14
Properties=species:S:1:pos:R:3:forces:R:3:mulliken_charge:R:1
C 1.337320 1.836532 -0.570924 -0.430 -0.451 -0.015 -0.746
C 1.141332 0.525713 -0.615284 0.152 -0.194 -0.025 -0.161
C -0.164669 -0.216555 -0.668399 0.164 0.591 -0.078 -0.485
C -0.398680 -1.099867 0.561782 0.086 -0.015 -0.260 -0.443
N -1.783685 -1.090109 1.038996 0.195 -0.021 -0.001 -0.565
H 0.503960 2.527821 -0.555776 0.021 0.085 0.006 0.242
H 2.336374 2.225771 -0.561120 0.256 0.267 0.028 0.262
H 2.011679 -0.128529 -0.655908 0.049 0.094 0.100 0.290
H -0.986664 0.498389 -0.765055 0.016 -0.001 -0.088 0.372
H -0.109508 -0.808337 -1.581301 -0.400 -0.151 -0.049 0.207
H 0.318524 -0.812498 1.324744 -0.019 0.249 0.351 0.332
H -0.134817 -2.111479 0.299931 0.099 -0.550 -0.089 0.245
H -1.785584 -1.065421 2.048657 -0.229 0.014 0.014 0.226
H -2.285578 -0.281432 0.699655 0.039 0.083 0.106 0.224
```
Positions in Å, forces in eV/Å.

Values from the calculation:
Total energy (Ha): -212.52285
Kohn-Sham gap (eV): 10.4
E_LUMO (eV): 1.3
Energy relative to the best compared isomer or geometry (same formula, charge and spin) (kcal/mol): 17.8
Structure (SMILES): C=CCCN



Entry 2:
C4H9N | ωB97M-V/def2-TZVPD

Structure (XYZ):
```
14
Properties=species:S:1:pos:R:3:forces:R:3:mulliken_charge:R:1
C 0.684949 1.945332 -0.910824 0.442 -1.767 0.992 -0.709
C 0.427302 1.485870 0.353868 -0.065 2.486 -1.996 -0.263
C 0.303380 0.015321 0.681132 1.149 0.146 -6.272 -0.902
N -0.687674 -0.805348 -0.266899 3.304 4.102 1.427 -0.306
C -0.691230 -2.161073 0.065380 -0.340 -2.414 1.732 -0.737
H 1.064979 2.876375 -1.371262 -0.813 -0.130 1.186 0.288
H 0.746806 1.127574 -1.614949 -0.104 -0.104 -0.459 0.242
H 0.375512 2.263871 1.132540 -0.002 -0.726 0.048 0.305
H 1.329897 -0.302378 0.458719 -0.183 -0.612 -0.310 0.405
H 0.289611 -0.090653 1.660837 -1.381 -0.976 4.767 0.617
H -1.434237 -0.154883 -0.145329 -1.625 -0.912 -0.311 0.267
H -0.463652 -2.891442 -0.716899 -0.464 0.496 -0.707 0.272
H 0.160909 -2.378397 0.731940 -0.383 0.182 0.194 0.258
H -1.602510 -2.525328 0.595363 0.466 0.228 -0.290 0.263
```
Positions in Å, forces in eV/Å.

Values from the calculation:
Total energy (Ha): -212.46020
Kohn-Sham gap (eV): 10.0
E_LUMO (eV): 1.1
Energy relative to the best compared isomer or geometry (same formula, charge and spin) (kcal/mol): 57.1
Structure (SMILES): C=CCNC



Entry 3:
C4H9N | ωB97M-V/def2-TZVPD

Structure (XYZ):
```
14
Properties=species:S:1:pos:R:3:forces:R:3:mulliken_charge:R:1
H 0.964992 0.967233 -1.912791 -0.395 -0.430 -0.374 0.234
N 1.477363 0.465577 -1.194408 -0.784 0.481 1.014 -0.684
C 0.735210 -0.100301 -0.312947 -0.373 -0.618 -1.977 0.614
C 1.471394 -0.718817 0.802287 2.099 -0.667 0.738 -0.972
C -0.819896 -0.374871 -0.427071 1.505 1.976 -1.364 -0.517
C -1.486989 0.789471 0.192003 0.751 2.672 1.062 -1.083
H 1.156404 -1.754408 0.847903 0.134 -0.505 0.036 0.286
H 2.628109 -0.684362 0.542378 -2.506 0.084 0.872 0.295
H 1.240047 -0.347921 1.829077 0.264 0.190 -0.844 0.255
H -1.202301 -0.493717 -1.437023 0.665 0.278 -0.598 0.316
H -1.203861 -1.228722 0.004786 0.091 -2.170 1.564 0.347
H -1.020324 0.985919 1.202300 -0.776 -0.009 -0.899 0.245
H -2.538742 0.769471 0.267343 -1.356 -0.795 0.494 0.402
H -1.401411 1.725451 -0.403833 0.680 -0.485 0.275 0.261
```
Positions in Å, forces in eV/Å.

Values from the calculation:
Total energy (Ha): -212.52080
Kohn-Sham gap (eV): 10.6
E_LUMO (eV): 1.0
Energy relative to the best compared isomer or geometry (same formula, charge and spin) (kcal/mol): 19.1
Structure (SMILES): [H]/N=C(/C)CC



Entry 4:
C4H9N | ωB97M-V/def2-TZVPD

Structure (XYZ):
```
14
Properties=species:S:1:pos:R:3:forces:R:3:mulliken_charge:R:1
C 0.710990 -1.294508 0.639393 -0.058 0.761 0.117 -1.298
C 0.036099 -0.122212 -0.056470 0.072 -0.390 -0.605 1.269
C -0.722815 -0.455790 -1.328556 0.510 -0.493 -0.338 -1.326
C 0.592087 1.243902 0.108718 0.882 -0.257 0.383 -0.692
N -0.603060 0.805183 0.846839 -0.122 0.514 0.420 -0.683
H 1.179741 -0.898092 1.561905 -0.435 -0.533 -0.304 0.356
H -0.033402 -2.080154 0.833286 0.316 0.203 0.220 0.288
H 1.503307 -1.699358 0.019302 0.117 -0.173 -0.178 0.319
H -1.530419 -1.159593 -1.085637 -0.025 0.257 -0.089 0.328
H -1.132779 0.447269 -1.814593 0.143 -0.411 0.210 0.324
H -0.066420 -0.997159 -2.052945 -0.406 0.533 0.430 0.318
H 1.512993 1.356627 0.707902 -0.656 -0.020 -0.190 0.238
H 0.522098 1.974076 -0.687264 -0.269 -0.080 -0.095 0.279
H -1.431872 1.191739 0.411665 -0.071 0.090 0.019 0.280
```
Positions in Å, forces in eV/Å.

Values from the calculation:
Total energy (Ha): -212.52472
Kohn-Sham gap (eV): 10.4
E_LUMO (eV): 1.1
Energy relative to the best compared isomer or geometry (same formula, charge and spin) (kcal/mol): 16.6
Structure (SMILES): CC1(C)CN1



Entry 5:
C4H9N | ωB97M-V/def2-TZVPD

Structure (XYZ):
```
14
Properties=species:S:1:pos:R:3:forces:R:3:mulliken_charge:R:1
N -0.094010 0.546967 -1.752698 -1.007 1.358 3.408 -0.585
C 0.998533 -1.480469 -0.978357 -0.114 -0.917 2.710 -0.549
C 0.065754 -1.757838 0.034047 1.397 1.810 -0.414 -0.436
C -1.263356 -0.994451 0.005977 -0.085 -1.457 -0.667 -0.447
C -1.137356 0.249835 -1.056532 -2.303 -2.060 -1.071 -0.034
H 2.134688 4.193496 3.426717 -3.149 3.422 -1.761 -0.001
H 1.779997 -0.787558 -0.553121 0.640 -2.071 -0.995 0.278
H 1.030518 -2.082020 -1.871724 -0.255 1.450 -1.177 0.300
H 1.414339 4.976344 3.023826 3.149 -3.423 1.760 0.001
H 0.629891 -1.814394 0.971243 -0.710 1.163 0.414 0.192
H -1.486101 -0.655694 1.022551 -0.180 0.011 -0.140 0.289
H -2.106414 -1.686774 -0.303902 0.419 1.376 -0.095 0.277
H 0.197858 0.683172 -0.657273 1.753 -0.611 -1.960 0.370
H -2.164342 0.609385 -1.310756 0.447 -0.048 -0.012 0.347
```
Positions in Å, forces in eV/Å.

Values from the calculation:
Total energy (Ha): -212.22717
Kohn-Sham gap (eV): 7.7
E_LUMO (eV): 0.2
Energy relative to the best compared isomer or geometry (same formula, charge and spin) (kcal/mol): 203.3



Entry 6:
C4H9N | ωB97M-V/def2-TZVPD

Structure (XYZ):
```
14
Properties=species:S:1:pos:R:3:forces:R:3:mulliken_charge:R:1
C 2.072382 -0.400759 -0.523342 -1.424 0.249 0.103 -0.747
N 1.382066 0.243376 0.585070 0.768 0.611 -0.005 -0.284
C 0.045197 0.661080 0.413830 -0.235 -0.538 0.745 -0.398
C -2.374092 0.169728 0.206969 0.428 -0.162 -4.056 -0.845
C -0.983148 -0.193143 0.282614 1.656 -0.931 1.111 -0.187
H 1.693672 -1.423433 -0.639302 0.670 -0.294 -0.108 0.245
H 1.730827 0.113652 -1.426010 0.352 0.071 -0.067 0.261
H 3.152865 -0.312271 -0.436282 -0.017 -0.265 0.036 0.304
H 1.710117 0.031347 1.511609 -0.150 -0.124 -0.067 0.203
H -1.617260 0.206359 -1.253525 -2.196 1.236 2.349 0.201
H -0.186720 1.726418 0.442102 0.228 0.044 -0.167 0.371
H -3.025406 -0.441124 -0.400847 -0.418 -0.664 1.043 0.315
H -2.803583 0.888001 0.891716 0.037 0.689 -0.686 0.267
H -0.796920 -1.269233 0.345404 0.301 0.077 -0.230 0.293
```
Positions in Å, forces in eV/Å.

Values from the calculation:
Total energy (Ha): -212.37120
Kohn-Sham gap (eV): 8.0
E_LUMO (eV): 0.4
Energy relative to the best compared isomer or geometry (same formula, charge and spin) (kcal/mol): 112.9



Entry 7:
C4H9N | ωB97M-V/def2-TZVPD

Structure (XYZ):
```
14
Properties=species:S:1:pos:R:3:forces:R:3:mulliken_charge:R:1
C 0.744887 -1.362780 -0.316415 2.194 3.010 2.147 -1.021
C 1.833593 -0.540382 -0.217214 -1.597 0.481 1.831 0.068
C 1.874002 0.728648 0.664330 0.833 -0.059 -2.518 -1.029
H 0.826567 -2.203023 -0.915560 -0.349 -1.595 -1.028 0.317
H -0.067370 -1.171226 0.428179 0.686 -0.480 -1.094 0.470
H 2.808130 -0.558628 -0.650095 0.233 -1.180 -1.145 0.339
H 2.489500 0.725776 1.548057 0.136 -0.436 0.361 0.287
H 2.319934 1.505174 -0.017682 -0.294 -0.436 0.714 0.268
H 0.895454 1.050062 0.840199 -1.526 0.523 0.818 0.325
C -3.054610 0.560957 -0.223874 -0.676 0.032 1.490 -0.270
N -2.154178 -0.225540 0.158771 0.671 0.402 -0.152 -0.506
H -3.276761 0.901992 -1.188336 0.344 0.431 -1.875 0.230
H -3.761730 0.977482 0.484240 -0.189 -0.310 0.504 0.234
H -1.477423 -0.388511 -0.594599 -0.465 -0.385 -0.053 0.286
```
Positions in Å, forces in eV/Å.

Values from the calculation:
Total energy (Ha): -212.47246
Kohn-Sham gap (eV): 10.6
E_LUMO (eV): 1.1
Energy relative to the best compared isomer or geometry (same formula, charge and spin) (kcal/mol): 49.4
Structure (SMILES): C=CC.C=N



Entry 8:
C4H9N | ωB97M-V/def2-TZVPD

Structure (XYZ):
```
14
Properties=species:S:1:pos:R:3:forces:R:3:mulliken_charge:R:1
C 1.160310 -1.451905 0.909910 0.130 -0.120 0.082 -1.194
C 0.218185 0.381405 0.544883 -0.273 0.091 -0.135 -0.001
C 1.009770 0.780834 -0.678097 0.113 0.245 -0.063 -0.928
N -0.403180 0.327802 -0.594045 -0.003 -0.171 0.342 -0.005
C -1.711872 0.758426 -0.987517 -0.193 0.079 -0.045 -0.773
H 2.029596 -1.416797 1.574103 -0.023 0.084 -0.121 0.309
H 0.292728 -1.621162 1.567970 0.080 0.246 -0.200 0.335
H 1.191738 -2.376461 0.312663 0.014 0.301 -0.136 0.355
H -0.137043 0.725453 1.508174 0.099 -0.244 0.052 0.442
H 1.490483 -0.585518 -0.054304 -0.154 -0.194 0.320 0.424
H 1.004503 1.877925 -0.830832 0.312 -0.295 -0.004 0.169
H -1.919887 1.761382 -0.591446 -0.095 -0.115 -0.149 0.310
H -1.770880 0.786207 -2.077162 -0.026 -0.034 0.134 0.276
H -2.454450 0.052410 -0.604299 0.018 0.127 -0.077 0.282
```
Positions in Å, forces in eV/Å.

Values from the calculation:
Total energy (Ha): -212.29300
Kohn-Sham gap (eV): 8.2
E_LUMO (eV): 0.6
Energy relative to the best compared isomer or geometry (same formula, charge and spin) (kcal/mol): 162.0



> Which of these has the lowest total energy?

number 4



> Number 5 is which compound?

C4H9N



Repeat the first record exactly.
C4H9N | ωB97M-V/def2-TZVPD

Structure (XYZ):
```
14
Properties=species:S:1:pos:R:3:forces:R:3:mulliken_charge:R:1
C 1.337320 1.836532 -0.570924 -0.430 -0.451 -0.015 -0.746
C 1.141332 0.525713 -0.615284 0.152 -0.194 -0.025 -0.161
C -0.164669 -0.216555 -0.668399 0.164 0.591 -0.078 -0.485
C -0.398680 -1.099867 0.561782 0.086 -0.015 -0.260 -0.443
N -1.783685 -1.090109 1.038996 0.195 -0.021 -0.001 -0.565
H 0.503960 2.527821 -0.555776 0.021 0.085 0.006 0.242
H 2.336374 2.225771 -0.561120 0.256 0.267 0.028 0.262
H 2.011679 -0.128529 -0.655908 0.049 0.094 0.100 0.290
H -0.986664 0.498389 -0.765055 0.016 -0.001 -0.088 0.372
H -0.109508 -0.808337 -1.581301 -0.400 -0.151 -0.049 0.207
H 0.318524 -0.812498 1.324744 -0.019 0.249 0.351 0.332
H -0.134817 -2.111479 0.299931 0.099 -0.550 -0.089 0.245
H -1.785584 -1.065421 2.048657 -0.229 0.014 0.014 0.226
H -2.285578 -0.281432 0.699655 0.039 0.083 0.106 0.224
```
Positions in Å, forces in eV/Å.

Values from the calculation:
Total energy (Ha): -212.52285
Kohn-Sham gap (eV): 10.4
E_LUMO (eV): 1.3
Energy relative to the best compared isomer or geometry (same formula, charge and spin) (kcal/mol): 17.8
Structure (SMILES): C=CCCN



> What is the E_LUMO in the third record?

1.0 eV